Record 1
A cluster of 2 separate species, C43H81Br3ClN3O4PS2 in total in a non-equilibrium geometry, computed with wB97M-V/def2-TZVPD.

Results
Molar mass in g/mol: 1074.4
Charge: +1

Cartesian coordinates (Å):
1 C 0.9892 2.5966 -4.3630
2 C -0.3541 3.2516 -3.9797
3 C -0.2840 4.1738 -2.7631
4 C 0.3525 3.6056 -1.4959
5 N -0.1634 2.2671 -1.1081
6 C -1.4759 2.4004 -0.4510
7 C -2.2160 1.0697 -0.2859
8 C -3.5023 0.9351 -1.1122
9 C -3.7494 -0.4811 -1.6629
10 C -5.1739 -1.0000 -1.4396
11 C -5.4375 -1.0319 0.0968
12 C -6.4610 -0.0451 0.6046
13 O -6.2242 0.7403 1.4847
14 C -5.2336 -2.4157 -2.0548
15 C -6.4823 -3.3361 -2.1007
16 C -6.8191 -3.8100 -3.5154
17 Br -8.0869 -2.6609 -1.2160
18 O -6.1004 -0.0528 -1.9609
19 C -6.1500 0.1486 -3.3250
20 Cl -7.6020 -0.6708 -4.0019
21 C -6.1450 1.6638 -3.5885
22 N -7.5090 2.2267 -3.5074
23 N -7.3980 3.5858 -3.0012
24 C -8.2093 4.4789 -3.8147
25 C -7.4864 5.0549 -5.0005
26 O -9.3455 4.7184 -3.5190
27 C -7.7770 3.6779 -1.5942
28 C -8.7977 2.7249 -1.0392
29 O -7.2492 4.5509 -0.9667
30 C -5.3907 2.0502 -4.8503
31 Br -5.9788 1.2362 -6.4453
32 C -4.4185 2.9737 -4.8433
33 C -3.9569 3.7568 -3.6254
34 Br -3.5093 3.4572 -6.4232
35 C 0.7901 1.5501 -0.3872
36 S 0.7101 1.1283 1.1947
37 S 2.2546 1.1176 -1.3025
38 C 1.5956 0.0174 -2.5824
39 C 2.5775 -0.0545 -3.7545
40 C 2.0464 -0.9686 -4.8787
41 H 1.1282 2.5962 -5.4496
42 H 1.8488 3.1073 -3.9091
43 H 1.0195 1.5477 -4.0464
44 H -0.7079 3.8580 -4.8240
45 H -1.1187 2.4756 -3.8282
46 H -1.2895 4.5454 -2.5212
47 H 0.3099 5.0607 -3.0319
48 H 0.1208 4.2882 -0.6598
49 H 1.4399 3.5538 -1.5739
50 H -1.3461 2.9195 0.5106
51 H -2.0698 3.0664 -1.0922
52 H -1.5324 0.2448 -0.5231
53 H -2.4731 0.9512 0.7749
54 H -4.3462 1.2438 -0.4829
55 H -3.4691 1.6351 -1.9615
56 H -3.4771 -0.5267 -2.7267
57 H -3.0927 -1.1962 -1.1514
58 H -5.8127 -2.0204 0.3867
59 H -4.5069 -0.8403 0.6423
60 H -7.4608 -0.1073 0.1423
61 H -4.8408 -2.3552 -3.0825
62 H -4.4715 -2.9619 -1.4824
63 H -6.2368 -4.2255 -1.5137
64 H -6.1398 -4.6336 -3.7766
65 H -7.8395 -4.1955 -3.5745
66 H -6.6830 -3.0187 -4.2546
67 H -5.3002 -0.3190 -3.8376
68 H -5.6142 2.1049 -2.7394
69 H -7.9027 2.2876 -4.4462
70 H -8.2019 5.2606 -5.8024
71 H -6.6980 4.3861 -5.3578
72 H -7.0232 5.9965 -4.6794
73 H -8.3194 2.0719 -0.3033
74 H -9.5367 3.3422 -0.5149
75 H -9.2854 2.1252 -1.8063
76 H -4.7861 3.9552 -2.9386
77 H -3.1667 3.2094 -3.0884
78 H -3.5326 4.7153 -3.9362
79 H 0.6111 0.3689 -2.9067
80 H 1.4821 -0.9811 -2.1376
81 H 3.5465 -0.4205 -3.3893
82 H 2.7598 0.9584 -4.1377
83 H 2.7514 -1.7742 -5.1126
84 H 1.8926 -0.4076 -5.8068
85 H 1.0952 -1.4371 -4.6013
86 C 5.3088 1.3020 1.5686
87 C 4.7248 1.0477 2.9530
88 C 5.7969 0.8205 4.0176
89 C 6.5181 -0.5372 3.9469
90 P 5.6863 -1.9427 4.7161
91 C 5.2108 -1.4280 6.3859
92 C 6.2402 -0.7065 7.2702
93 C 7.3453 -1.5532 7.9078
94 C 6.8490 -2.8049 8.6214
95 C 6.9013 -3.2667 4.8740
96 C 7.6182 -3.8330 3.6367
97 C 6.8705 -4.8656 2.7905
98 C 6.1260 -5.9270 3.5915
99 C 4.0842 -2.4441 4.0364
100 C 3.8837 -3.1392 2.6804
101 C 4.4800 -2.4723 1.4320
102 C 3.4556 -1.6371 0.6697
103 H 5.9448 0.4803 1.2294
104 H 4.5164 1.4217 0.8312
105 H 5.9131 2.2108 1.5688
106 H 4.0344 0.2039 2.9110
107 H 4.1238 1.9092 3.2494
108 H 5.3749 0.9617 5.0153
109 H 6.5626 1.5913 3.9059
110 H 7.4622 -0.4761 4.5006
111 H 6.8043 -0.7834 2.9233
112 H 4.7991 -2.3090 6.8845
113 H 4.3591 -0.7581 6.2338
114 H 5.6664 -0.2367 8.0723
115 H 6.6936 0.1165 6.7128
116 H 7.8564 -0.9138 8.6300
117 H 8.1107 -1.8181 7.1742
118 H 6.1297 -2.5524 9.4027
119 H 7.6774 -3.3319 9.0932
120 H 6.3672 -3.5109 7.9415
121 H 6.4626 -4.0527 5.4924
122 H 7.6668 -2.8008 5.4995
123 H 8.5319 -4.2958 4.0157
124 H 7.9484 -3.0093 2.9982
125 H 7.6126 -5.3584 2.1594
126 H 6.1912 -4.3675 2.0993
127 H 6.8074 -6.4987 4.2246
128 H 5.6285 -6.6305 2.9244
129 H 5.3539 -5.4998 4.2359
130 H 3.4664 -1.5430 4.0989
131 H 3.6875 -3.1053 4.8162
132 H 2.8005 -3.2055 2.5538
133 H 4.2247 -4.1699 2.7631
134 H 4.8790 -3.2467 0.7742
135 H 5.3308 -1.8396 1.6944
136 H 2.6657 -2.2779 0.2721
137 H 3.9148 -1.1159 -0.1689
138 H 2.9785 -0.8862 1.2989

---

Record 2
A structure of composition C6H10O2 in a non-equilibrium geometry, computed with wB97M-V/def2-TZVPD.

Results
ΔE to the lowest compared entry with this formula, charge and spin in kJ/mol: 432.8
Molar mass in g/mol: 114.1
Charge: 0

Cartesian coordinates (Å):
1 C 2.6502 0.1316 0.0347
2 C 0.4353 -0.3182 -0.5561
3 C -1.2380 1.0170 0.1933
4 C -0.9643 -0.0519 1.1782
5 C -0.8920 -1.0413 -0.0526
6 C -2.0135 -0.3137 -0.5159
7 H 3.4756 -0.1493 0.6957
8 H 2.4035 1.1292 0.3058
9 H 2.7087 -0.0268 -1.0384
10 H 0.8046 -0.3572 -1.4883
11 H -1.5033 1.9635 0.5308
12 H -1.8521 -0.2185 1.6390
13 H 0.0335 -0.0331 1.6631
14 H -0.6301 -2.0631 -0.2325
15 H -2.9589 -0.3225 -0.0622
16 H -2.1672 -0.5152 -1.6209
17 O 1.4565 -0.5323 0.3026
18 O 0.0210 1.0388 -0.5628

---

Record 3
A cluster of 2 separate species, C2H2N2O in total in a non-equilibrium geometry, computed with wB97M-V/def2-TZVPD.

Results
ΔE to the lowest compared entry with this formula, charge and spin in kJ/mol: 261.2
SMILES string: C#CO.N#N
Molar mass in g/mol: 70.1
Charge: 0

Cartesian coordinates (Å):
1 C -2.0440 -0.5140 0.1065
2 C -1.9368 -1.4590 0.8485
3 N 0.8995 -0.9558 0.4150
4 N 0.1902 -0.5596 -0.2916
5 O -1.2514 -2.2802 1.5864
6 H -2.3950 0.0970 -0.6807
7 H -0.9045 -2.2321 2.4483

---

Calculated total energy, record by record: -312167.626 -10474.685 -7131.137 eV